Arrangement 1

C8H8ClN3O in the gas phase, computed with ωB97M-V/def2-TZVPD.

Computed properties:
HOMO level	-0.3292	hartree
SMILES string	Cl[C@@]12CCC=C/C1=N/N=C\C=N/O2

Each line ends with the Mulliken charge.
Element x y z (Å)
Cl -1.458 0.791 1.747  -0.12
C -0.196 0.455 0.470  0.62
C 1.118 1.001 1.031  -1.19
C 2.266 0.660 0.084  -0.67
C 2.359 -0.820 -0.062  -0.44
C 1.283 -1.592 0.120  -0.46
C -0.053 -1.064 0.257  0.79
N -1.018 -1.933 0.186  -0.36
N -2.257 -1.509 0.143  -0.63
C -2.805 -0.554 -0.494  -0.09
C -2.427 0.556 -1.432  0.02
N -1.531 1.460 -1.428  -0.51
O -0.434 1.365 -0.623  -0.11
H 1.013 2.080 1.144  0.38
H 1.294 0.558 2.011  0.45
H 3.201 1.063 0.473  0.41
H 2.078 1.123 -0.891  0.32
H 3.316 -1.252 -0.312  0.39
H 1.330 -2.668 0.032  0.44
H -3.875 -0.489 -0.298  0.35
H -3.203 0.768 -2.159  0.40



Arrangement 2

C8H8ClN3O in the gas phase, computed with ωB97M-V/def2-TZVPD.

Computed properties:
HOMO level	-0.3368	hartree
SMILES string	Cl[C@@]12CCC=C/C1=N/N=C\C=N/O2

Each line ends with the Mulliken charge.
Element x y z (Å)
Cl 0.566 -2.435 0.050  -0.14
C -0.005 -0.705 0.395  0.98
C -0.213 -0.408 1.890  -1.08
C -0.511 1.059 2.215  -0.72
C 0.420 1.935 1.422  -0.33
C 1.154 1.509 0.416  -0.49
C 0.851 0.241 -0.310  0.46
N 1.410 0.111 -1.451  -0.26
N 1.293 -0.886 -2.278  -0.80
C 0.215 -1.332 -2.783  0.03
C -1.193 -0.933 -2.475  0.09
N -1.822 -0.659 -1.411  -0.49
O -1.345 -0.548 -0.105  -0.12
H -0.971 -1.073 2.185  0.39
H 0.863 -0.580 2.138  0.42
H -0.308 1.291 3.181  0.48
H -1.501 1.349 2.008  0.35
H 0.808 2.964 1.842  0.22
H 1.909 2.237 0.071  0.36
H 0.069 -2.109 -3.569  0.30
H -1.689 -1.028 -3.429  0.36



Stability check: which of them is most stable? arrangement 1.



Arrangement 1

A gas-phase ion, C5H9IN3 (charge +1), computed with ωB97M-V/def2-TZVPD.

Computed properties:
charge	+1
HOMO level	-0.4746	hartree
SMILES string	C=C(I)C(=[NH2+])C(=C)NN

Each line ends with the Mulliken charge.
Element x y z (Å)
C 1.304 -1.372 -1.162  -0.74
C 1.723 -0.319 -0.465  -0.07
I 3.661 0.116 -0.040  0.21
C 0.735 0.648 0.169  1.08
N 1.083 1.708 0.786  -0.37
C -0.785 0.529 0.045  0.21
C -1.484 1.575 -0.441  -1.26
N -1.341 -0.774 0.027  -0.15
N -0.986 -1.632 1.030  -0.54
H 0.268 -1.635 -1.189  0.47
H 2.148 -2.020 -1.534  0.25
H 2.140 2.021 0.766  0.18
H 0.259 2.113 1.197  0.33
H -2.618 1.458 -0.561  0.23
H -1.140 2.548 -0.527  0.41
H -2.339 -0.739 -0.357  0.25
H -1.725 -1.642 1.669  0.24
H -0.904 -2.585 0.586  0.25



Arrangement 2

2 unconnected molecules or ions with the total composition C5H9IN3, computed with ωB97M-V/def2-TZVPD.

Computed properties:
charge	+1
HOMO level (alpha / beta)	-0.4578 / -0.4582	hartree

Each line ends with the Mulliken charge.
Element x y z (Å)
C -1.626 2.332 -0.095  -0.23
C -1.486 0.938 0.059  -0.15
C -0.096 0.673 -0.040  -0.15
C 1.961 2.224 -0.218  -0.82
C 0.713 -2.490 0.435  -0.52
N -0.395 2.826 -0.243  -0.78
N 0.541 1.893 -0.181  0.66
N -0.528 -3.156 0.081  -0.24
I -2.945 -0.601 -0.031  0.26
H -2.451 2.902 -0.290  0.49
H 2.627 1.393 -0.062  0.33
H 2.268 2.819 -1.201  0.26
H 2.061 2.805 0.592  0.38
H 1.569 -2.512 -0.209  0.31
H 0.707 -2.134 1.428  0.36
H -0.874 -3.883 0.728  0.42
H -0.457 -3.523 -0.804  0.37
H -1.589 -2.505 0.050  0.04



Stability check: which of them is most stable? arrangement 1.



Arrangement 1

2 unconnected molecules or ions with the total composition CH6N3O2, computed with ωB97M-V/def2-TZVPD.

Computed properties:
charge	+1
HOMO level (alpha / beta)	-0.5229 / -0.5238	hartree

Each line ends with the Mulliken charge.
Element x y z (Å)
C -0.436 0.405 -0.103  0.84
N -0.319 0.959 1.047  -0.28
N 0.747 -0.196 -0.660  -0.24
N -1.469 0.423 -0.933  -0.32
O 1.811 0.100 0.028  -0.26
O 0.206 -2.209 0.478  -0.49
H 0.642 0.882 1.483  0.30
H -1.071 1.431 1.522  0.22
H -2.249 1.090 -0.813  0.25
H -1.477 0.157 -1.826  0.24
H 2.608 -0.264 -0.572  0.43
H 1.008 -2.779 0.348  0.31



Arrangement 2

A gas-phase ion, CH6N3O2 (charge +1), computed with ωB97M-V/def2-TZVPD.

Computed properties:
charge	+1
HOMO level	-0.5424	hartree
SMILES string	NN(C=[NH2+])OO

Each line ends with the Mulliken charge.
Element x y z (Å)
N -0.459 -0.854 1.060  -0.71
N -0.345 -0.094 -0.047  0.43
C 0.722 -0.066 -0.814  0.12
N 1.699 -0.897 -0.654  -0.25
O -1.285 0.746 -0.439  -0.19
O -1.525 1.799 0.489  -0.31
H -0.165 -0.335 1.995  0.32
H -1.379 -1.199 1.039  0.27
H 0.732 0.602 -1.743  0.36
H 2.505 -1.025 -1.241  0.26
H 1.584 -1.203 0.350  0.32
H -2.083 2.527 0.005  0.37



Stability check: which of them is most stable? arrangement 2.



Arrangement 1

2 unconnected molecules or ions with the total composition C3H7ClFN2O2, computed with ωB97M-V/def2-TZVPD.

Computed properties:
charge	-1
HOMO level	-0.1255	hartree

Each line ends with the Mulliken charge.
Element x y z (Å)
C -0.229 0.260 1.143  -0.24
H -1.412 0.877 -0.534  0.12
Cl -1.204 -0.697 2.356  -0.28
C -0.669 0.080 -0.319  0.51
H 2.388 -1.928 -0.038  0.43
N -0.125 1.598 1.566  0.91
O -0.022 2.477 0.691  -0.70
O -0.101 1.884 2.765  -0.73
N -1.223 -1.254 -0.541  -0.72
H -1.567 -1.332 -1.492  0.22
H -1.995 -1.451 0.088  0.21
C 0.494 0.265 -1.294  -1.02
H 0.947 1.254 -1.167  0.29
H 1.253 -0.504 -1.100  0.08
H 0.135 0.174 -2.334  0.33
F 3.332 -1.705 0.209  -0.43



Arrangement 2

2 unconnected molecules or ions with the total composition C3H7ClFN2O2, computed with ωB97M-V/def2-TZVPD.

Computed properties:
charge	-1
HOMO level	-0.1559	hartree

Each line ends with the Mulliken charge.
Element x y z (Å)
C 0.041 -0.532 0.584  0.02
H -0.448 1.210 -0.552  0.25
C -0.048 0.199 -0.765  0.18
H -0.929 -1.064 0.662  0.38
C 0.368 0.325 1.789  -1.31
H 1.356 0.795 1.708  0.33
H -0.382 1.125 1.873  0.32
H 0.322 -0.287 2.699  0.36
N -0.748 -0.567 -1.704  -0.62
H -1.049 -0.024 -2.505  0.24
H -1.581 -1.018 -1.207  0.28
N 1.372 0.590 -1.280  0.92
O 1.776 0.125 -2.316  -0.57
O 1.985 1.403 -0.608  -0.58
Cl 1.281 -1.912 0.483  -0.25
F -3.314 -0.368 1.140  -0.93



Stability check: which of them is most stable? arrangement 2.



Arrangement 1

C7H14N2S in the gas phase, computed with ωB97M-V/def2-TZVPD.

Computed properties:
HOMO level	-0.2719	hartree
SMILES string	CC(C)N1C[C@@H](C)C(S)=N1

Each line ends with the Mulliken charge.
Element x y z (Å)
C -2.509 -0.558 -1.179  -1.52
C -1.614 -0.751 0.044  0.41
C -0.941 -2.129 0.004  -1.35
N -0.645 0.322 0.132  0.38
C -0.008 0.592 1.513  -0.74
C 1.313 1.324 0.718  0.16
C 2.624 0.672 1.107  -1.40
C 1.132 1.226 -1.017  0.27
S 2.150 1.896 -2.207  -0.26
N 0.000 0.597 -1.056  -0.62
H -3.334 -1.266 -1.157  0.44
H -2.909 0.452 -1.193  0.37
H -1.930 -0.712 -2.084  0.32
H -2.225 -0.676 0.953  0.28
H -0.346 -2.296 0.899  0.33
H -0.289 -2.190 -0.866  0.31
H -1.691 -2.916 -0.061  0.43
H 0.284 -0.311 2.029  0.33
H -0.606 1.295 2.071  0.26
H 1.312 2.385 0.969  0.32
H 2.634 -0.373 0.799  0.35
H 2.779 0.718 2.183  0.38
H 3.455 1.179 0.618  0.38
H 1.363 1.522 -3.218  0.15



Arrangement 2

2 unconnected molecules or ions with the total composition C7H14N2S, computed with ωB97M-V/def2-TZVPD.

Computed properties:
HOMO level	-0.3076	hartree
SMILES string	C=C=CCCC.N/N=C/S

Each line ends with the Mulliken charge.
Element x y z (Å)
C 0.606 -3.119 -0.458  -0.85
C 0.294 -1.855 -0.586  0.25
C 0.335 -0.572 -0.898  -0.29
C 0.890 0.547 -0.040  0.14
C 2.028 0.087 0.857  -0.55
C 2.896 1.142 1.532  -1.35
H 0.158 -3.821 0.167  0.28
H 1.423 -3.600 -0.930  0.26
H -0.359 -0.083 -1.643  0.30
H 0.202 1.051 0.618  -0.22
H 1.223 1.381 -0.707  0.26
H 1.697 -0.514 1.673  0.36
H 2.685 -0.526 0.241  0.36
H 2.339 1.485 2.365  0.36
H 2.962 2.102 0.995  0.32
H 3.832 0.743 1.872  0.35
N -3.444 0.174 -1.904  -0.56
N -3.230 0.379 -0.620  -0.15
C -2.297 1.100 -0.184  -0.20
S -1.894 1.103 1.556  -0.25
H -3.272 0.844 -2.640  0.21
H -4.459 0.054 -2.038  0.26
H -1.813 1.708 -0.953  0.53
H -2.799 0.190 1.725  0.16



Stability check: which of them is most stable? arrangement 1.



Arrangement 1

C8H8O in the gas phase, computed with ωB97M-V/def2-TZVPD.

Computed properties:
HOMO level	-0.3270	hartree
SMILES string	c1ccc2c(c1)COC2

Each line ends with the Mulliken charge.
Element x y z (Å)
C 0.588 -0.155 -2.278  -0.55
C 1.287 -0.980 -1.509  -0.19
C 1.307 -0.921 0.047  -0.50
C 0.311 -0.264 0.736  0.73
C -0.625 0.376 -0.116  0.34
C -0.463 0.463 -1.435  -0.29
C -1.697 0.984 0.862  -0.43
O -1.142 0.762 2.110  -0.40
C 0.198 -0.023 2.144  -0.58
H 0.761 -0.050 -3.377  0.34
H 1.917 -1.860 -2.204  0.14
H 2.121 -1.767 0.433  0.18
H -1.248 0.974 -2.150  0.21
H -2.775 0.653 0.754  0.26
H -1.706 2.054 0.405  0.21
H 0.234 -0.798 2.781  0.30
H 0.930 0.554 2.799  0.23



Arrangement 2

C8H8O in the gas phase, computed with ωB97M-V/def2-TZVPD.

Computed properties:
HOMO level	-0.3016	hartree
SMILES string	C=C[C@@]12C=C[C@]1(C=C)O2

Each line ends with the Mulliken charge.
Element x y z (Å)
C 0.976 -1.822 1.566  -0.64
C 0.892 -1.461 0.271  -0.46
C 0.924 -0.126 -0.329  0.97
C 1.463 0.439 -1.585  -1.05
C 0.506 1.318 -1.791  -0.56
C -0.211 0.895 -0.467  0.96
C -1.558 0.678 -0.188  -0.58
C -2.057 0.629 0.988  -0.83
O 0.739 0.974 0.508  -0.52
H 1.174 -2.863 1.813  0.30
H 0.974 -0.931 2.246  0.24
H 0.535 -2.276 -0.357  0.26
H 2.317 0.338 -2.168  0.47
H 0.133 2.026 -2.464  0.47
H -2.203 0.978 -0.996  0.31
H -3.055 0.501 1.061  0.35
H -1.549 0.702 1.892  0.31



Stability check: which of them is most stable? arrangement 1.